The following is a DFT calculation (ωB97M-V/def2-TZVPD) of a 3-piece molecular cluster, C4H13NO2 overall.

```
! wB97M-V def2-TZVPD RIJCOSX def2/J DEFGRID3
* xyz 0 1
H -0.023 0.312 1.076
H 2.147 -1.327 1.035
H 3.622 -0.653 0.344
H 2.366 1.306 -0.495
C 0.482 0.765 0.221
H -1.437 -0.966 -1.020
H -0.931 -2.418 -0.930
H 0.284 1.693 -1.676
H 2.266 1.199 1.196
C 1.975 0.727 0.297
O -1.636 -1.848 -0.618
H -2.146 1.002 -0.110
H -2.264 -0.949 0.883
H -3.086 -0.767 2.161
H -2.021 1.787 -1.565
C -0.229 1.192 -0.848
N -1.628 1.086 -1.019
H 2.331 -1.184 -0.685
O -2.607 -0.262 1.525
C 2.536 -0.694 0.228
*
```

Values from the calculation:
**E_LUMO**: 0.91 eV
**Electronic energy**: -365.42439 a.u.
**SMILES string**: CC/C=C/N.O.O
**Highest occupied orbital energy**: -8.191 eV
**Relative energy (zero: lowest compared OMol25 entry of this formula, charge and spin)**: 47.53 kJ/mol



The following is a DFT calculation (ωB97M-V/def2-TZVPD) of a 2-piece molecular cluster, C4H13NO2 overall.

```
! wB97M-V def2-TZVPD RIJCOSX def2/J DEFGRID3
* xyz 1 2
H -6.628 0.511 2.619
O 2.134 0.748 -1.310
O -5.774 0.185 2.344
H 0.347 -0.085 2.011
C 1.079 -0.215 -1.348
H 2.604 -1.201 0.489
H 1.491 1.085 1.453
C 1.078 0.091 1.205
H 2.831 -0.705 2.085
H -0.523 -0.741 0.109
H -5.798 -0.720 2.649
C 0.243 -0.105 -2.617
H 1.645 1.576 -1.356
H -0.251 -0.995 -2.977
H -0.297 0.935 -0.197
C 0.255 -0.003 -0.090
H 1.464 -1.237 -1.397
N 2.157 -0.811 1.325
H 0.888 0.341 -3.378
H -0.506 0.693 -2.539
*
```

Values from the calculation:
**E_LUMO (spin up / spin down)**: -3.38 / -8.33 eV
**Electronic energy**: -365.09601 a.u.
**Highest occupied orbital energy (spin up / spin down)**: -13.552 / -13.552 eV
**Expectation value of S²**: 0.754
**Relative energy (zero: lowest compared OMol25 entry of this formula, charge and spin)**: 133.83 kJ/mol



The following is a DFT calculation (ωB97M-V/def2-TZVPD) of a 3-piece molecular cluster, C4H13NO2S overall.

```
! wB97M-V def2-TZVPD RIJCOSX def2/J DEFGRID3
* xyz -1 2
O 0.552 -0.022 -2.521
C 0.834 -0.892 -1.452
H -2.644 0.750 -1.939
H 1.210 0.772 2.608
N -0.363 -1.196 -0.727
H 1.271 2.696 0.382
H -1.415 0.249 1.552
H 1.244 -1.813 -1.913
C -0.467 -0.287 1.698
H -1.065 -0.399 -1.018
H 0.911 2.166 -1.000
H 1.692 -0.492 -0.886
H -0.327 0.405 -2.328
O -1.813 0.773 -1.465
C 0.695 0.707 1.640
H 0.369 -2.140 0.928
H 1.478 0.350 0.972
H -0.552 -0.705 2.706
H -1.432 -1.908 0.803
S 0.282 2.447 1.274
C -0.460 -1.460 0.684
*
```

Values from the calculation:
**E_LUMO (spin up / spin down)**: 3.40 / 2.98 eV
**Electronic energy**: -763.49117 a.u.
**Highest occupied orbital energy (spin up / spin down)**: -3.635 / -3.626 eV
**Expectation value of S²**: 0.755
**Relative energy (zero: lowest compared OMol25 entry of this formula, charge and spin)**: 236.44 kJ/mol



The following is a DFT calculation (ωB97M-V/def2-TZVPD) of a 3-piece molecular cluster, C4H13NO3 overall.

```
! wB97M-V def2-TZVPD RIJCOSX def2/J DEFGRID3
* xyz -1 2
C -0.349 -1.555 0.700
H -0.527 -2.614 0.992
H -1.135 2.130 -2.403
H -0.086 1.208 -1.741
H 1.633 -2.090 0.182
H 0.557 5.441 -4.363
H 2.626 -1.333 2.388
O -0.754 0.055 2.430
C -1.194 -0.591 1.499
O -0.731 1.249 -2.466
H -0.599 -1.463 -0.350
C 1.150 -1.363 0.872
H 1.376 4.123 -4.464
H -3.237 -0.170 1.737
H 1.359 -0.259 0.679
N -2.530 -0.634 1.193
H 1.674 -2.779 2.337
H -2.814 -1.292 0.484
H 1.120 -1.109 3.011
C 1.620 -1.706 2.257
O 0.841 4.752 -4.975
*
```

Values from the calculation:
**E_LUMO (spin up / spin down)**: 3.48 / 3.39 eV
**Electronic energy**: -440.65293 a.u.
**Highest occupied orbital energy (spin up / spin down)**: 0.898 / -6.884 eV
**Expectation value of S²**: 0.750
**Relative energy (zero: lowest compared OMol25 entry of this formula, charge and spin)**: 49.72 kJ/mol



The following is a DFT calculation (ωB97M-V/def2-TZVPD) of C4H13NO3 as an isolated structure.

```
! wB97M-V def2-TZVPD RIJCOSX def2/J DEFGRID3
* xyz 0 1
O 2.154 -1.034 0.738
H -0.563 -0.310 -2.178
H -0.841 -2.408 -0.431
H -1.470 -2.119 1.232
C 1.339 -0.078 0.134
N -1.335 1.361 -1.339
H 0.235 -2.465 0.968
O -2.604 0.168 0.606
H 0.464 1.249 -2.386
H 0.703 1.931 0.517
H 0.987 0.946 1.966
H 2.253 -1.796 0.157
O -0.394 -0.577 0.429
C -0.639 -1.948 0.541
H 1.740 0.087 -0.876
C -0.403 0.737 -1.968
H -1.190 2.348 -1.154
H -2.077 0.795 -0.362
H 2.366 1.580 1.049
H -2.080 0.354 1.394
C 1.353 1.179 0.964
*
```

Values from the calculation:
**E_LUMO**: 0.28 eV
**Electronic energy**: -440.51355 a.u.
**Highest occupied orbital energy**: -8.025 eV
**Relative energy (zero: lowest compared OMol25 entry of this formula, charge and spin)**: 529.41 kJ/mol



The following is a DFT calculation (ωB97M-V/def2-TZVPD) of a 2-piece molecular cluster, C4H13NO3 overall.

```
! wB97M-V def2-TZVPD RIJCOSX def2/J DEFGRID3
* xyz 0 1
H -1.937 1.859 0.633
H -0.354 2.547 0.294
H -1.036 0.438 -1.752
H 3.386 -0.766 1.082
C 0.401 -1.086 -1.660
N -1.572 -0.664 0.479
H 0.281 -0.036 0.965
H 1.240 -0.934 -2.334
O 2.686 -0.355 0.584
H 0.171 1.805 2.465
H 2.028 -0.948 0.182
H 0.139 -2.039 0.026
H -1.909 -0.895 1.399
C -0.494 0.307 0.322
H -2.350 -0.502 -0.146
C -0.130 0.288 -1.159
H 0.601 1.046 -1.435
H -0.342 -1.596 -2.273
C -0.866 1.716 0.784
O -0.756 1.816 2.207
O 0.814 -2.001 -0.664
*
```

Values from the calculation:
**E_LUMO**: 0.84 eV
**Electronic energy**: -440.65754 a.u.
**SMILES string**: N[C@H](CO)CCO.O
**Highest occupied orbital energy**: -9.423 eV
**Relative energy (zero: lowest compared OMol25 entry of this formula, charge and spin)**: 151.38 kJ/mol



The following is a DFT calculation (ωB97M-V/def2-TZVPD) of a 3-piece molecular cluster, C4H13NO3 overall.

```
! wB97M-V def2-TZVPD RIJCOSX def2/J DEFGRID3
* xyz 0 1
O 3.208 0.381 0.374
O -0.531 1.170 -1.340
O -1.207 2.045 2.212
H 0.815 -0.502 1.120
H 0.924 -1.493 -1.781
H 0.059 -1.485 2.184
H -0.932 -0.202 1.606
H 0.976 0.663 -2.502
H -0.750 2.860 2.104
H -2.604 -1.579 0.515
H -0.507 1.454 2.053
C -0.485 -1.504 -0.179
H 2.882 1.242 0.766
N 0.476 -0.851 -1.155
C -0.140 -0.914 1.234
H 2.512 -0.218 0.321
C 0.295 0.397 -1.773
H -2.025 -0.083 -0.372
H -2.406 -1.676 -1.156
C -1.976 -1.174 -0.361
H -0.196 -2.624 -0.262
*
```

Values from the calculation:
**E_LUMO**: 0.60 eV
**Electronic energy**: -440.63363 a.u.
**SMILES string**: CC(C)NC=O.O.O
**Highest occupied orbital energy**: -10.010 eV
**Relative energy (zero: lowest compared OMol25 entry of this formula, charge and spin)**: 214.14 kJ/mol



The following is a DFT calculation (ωB97M-V/def2-TZVPD) of a 3-piece molecular cluster, C4H13NO3 overall.

```
! wB97M-V def2-TZVPD RIJCOSX def2/J DEFGRID3
* xyz 1 2
H -1.922 0.888 -1.873
H 1.161 0.118 2.351
O -0.100 -0.019 -1.843
H 1.324 -2.282 0.339
C 0.389 1.251 0.713
H 1.452 -0.648 0.768
H -1.445 2.001 0.153
O 1.996 -2.708 -0.205
H -2.216 -1.887 0.735
C 0.744 -0.109 1.380
C 1.627 1.694 -0.123
O -2.855 -1.230 1.049
H 0.253 2.000 1.486
H -2.285 -0.543 1.424
N -0.808 1.228 -0.081
H 1.541 -3.052 -0.981
C -0.963 0.668 -1.388
H 2.473 1.702 0.561
H 1.849 1.004 -0.932
H -0.120 -0.768 1.463
H 1.533 2.683 -0.582
*
```

Values from the calculation:
**E_LUMO (spin up / spin down)**: -4.16 / -9.42 eV
**Electronic energy**: -440.31692 a.u.
**Highest occupied orbital energy (spin up / spin down)**: -14.756 / -14.755 eV
**Expectation value of S²**: 0.767
**Relative energy (zero: lowest compared OMol25 entry of this formula, charge and spin)**: 192.00 kJ/mol



The following is a DFT calculation (ωB97M-V/def2-TZVPD) of a 2-piece molecular cluster, C4H13NOP overall.

```
! wB97M-V def2-TZVPD RIJCOSX def2/J DEFGRID3
* xyz 1 3
H 1.678 2.129 1.346
H 2.374 2.028 -1.730
H 0.642 2.921 -1.932
H 3.011 1.293 0.379
C 1.191 1.938 -1.786
H -0.532 0.693 0.110
H 1.960 0.328 1.569
H -2.854 -0.267 -0.259
P 0.734 0.825 -0.433
N -1.998 -0.137 0.232
H -1.574 -3.207 1.739
H -0.551 -0.955 1.324
C -2.216 -2.488 1.221
O 1.015 -0.626 -0.986
H 1.158 1.495 -2.747
H -2.763 -2.866 0.298
C -1.551 -1.187 0.795
H 1.293 -0.762 -1.884
H -3.037 -2.340 1.943
C 2.018 1.187 0.804
*
```

Values from the calculation:
**E_LUMO (spin up / spin down)**: -2.98 / -6.84 eV
**Electronic energy**: -631.09596 a.u.
**Highest occupied orbital energy (spin up / spin down)**: -9.228 / -14.684 eV
**Expectation value of S²**: 2.006
**Relative energy (zero: lowest compared OMol25 entry of this formula, charge and spin)**: 7.71 kJ/mol



The following is a DFT calculation (ωB97M-V/def2-TZVPD) of a 2-piece molecular cluster, C4H13NOS overall.

```
! wB97M-V def2-TZVPD RIJCOSX def2/J DEFGRID3
* xyz 0 1
N 1.357 -0.605 0.757
H -0.660 -2.357 2.377
O 2.990 0.738 -1.596
C -0.082 -0.951 0.923
H -0.718 -3.257 0.863
C -0.130 -2.436 1.377
S -1.495 1.822 0.044
H -0.445 -1.507 -1.132
H 0.007 0.768 -1.599
H 1.705 -0.570 1.677
C -0.964 0.573 -1.080
H -0.791 1.439 1.239
C -0.807 -0.826 -0.390
H 1.819 -1.303 0.256
H -1.808 0.480 -1.886
H 2.334 0.630 -2.295
H -0.558 -0.284 1.612
H 2.522 1.120 -0.816
H 0.861 -2.878 1.593
H -1.865 -1.267 -0.103
*
```

Values from the calculation:
**E_LUMO**: 0.76 eV
**Electronic energy**: -688.33684 a.u.
**SMILES string**: C[C@@H](N)CCS.O
**Highest occupied orbital energy**: -9.067 eV
**Relative energy (zero: lowest compared OMol25 entry of this formula, charge and spin)**: 136.19 kJ/mol



The following is a DFT calculation (ωB97M-V/def2-TZVPD) of a 3-piece molecular cluster, C4H13NOS overall.

```
! wB97M-V def2-TZVPD RIJCOSX def2/J DEFGRID3
* xyz 0 1
H -0.820 -0.635 -0.667
C 1.577 0.211 -0.437
H 0.962 2.234 -1.101
H -0.872 0.817 -1.747
H -2.217 -2.090 1.014
H -0.024 1.226 -3.161
H 1.741 -0.711 -1.014
H 0.902 -0.015 0.370
H 2.026 1.210 -2.089
C 1.072 1.205 -1.505
H -0.993 0.252 2.461
H 3.200 0.240 0.732
O 2.816 0.733 -0.009
H -2.645 -0.163 2.265
C -1.371 -1.682 1.551
H -0.416 -1.793 1.051
H -1.325 -2.260 2.540
N 0.007 0.695 -2.296
C -1.669 -0.217 1.785
S -1.951 0.744 0.257
*
```

Values from the calculation:
**E_LUMO**: -0.66 eV
**Electronic energy**: -688.25090 a.u.
**Highest occupied orbital energy**: -9.060 eV
**Relative energy (zero: lowest compared OMol25 entry of this formula, charge and spin)**: 361.83 kJ/mol



The following is a DFT calculation (ωB97M-V/def2-TZVPD) of an isolated ion of composition C4H13NP and charge +1.

```
! wB97M-V def2-TZVPD RIJCOSX def2/J DEFGRID3
* xyz 1 3
H 1.829 1.627 0.770
C -0.475 0.984 0.153
C -2.018 0.846 0.055
H 0.122 -0.346 -2.049
C 0.416 -1.029 -1.259
N 0.398 -0.206 0.031
H -2.313 1.798 -0.262
C 0.353 -1.239 1.131
P 2.296 0.459 0.046
H -0.327 1.518 1.102
H -2.494 0.792 1.066
H -2.419 0.092 -0.669
H -0.273 -2.088 1.005
H -0.174 -1.893 -1.166
H 2.126 1.016 -1.170
H -0.185 1.573 -0.684
H 1.531 -1.409 -1.475
H 1.396 -1.661 1.216
H 0.209 -0.834 2.158
*
```

Values from the calculation:
**E_LUMO (spin up / spin down)**: -2.93 / -8.44 eV
**Electronic energy**: -555.83225 a.u.
**Highest occupied orbital energy (spin up / spin down)**: -11.100 / -15.759 eV
**Expectation value of S²**: 2.004
**Relative energy (zero: lowest compared OMol25 entry of this formula, charge and spin)**: 0.00 kJ/mol



The following is a DFT calculation (ωB97M-V/def2-TZVPD) of a 2-piece molecular cluster, C4H13NS overall.

```
! wB97M-V def2-TZVPD RIJCOSX def2/J DEFGRID3
* xyz 0 1
H -1.910 0.486 0.675
H 0.785 -0.561 -2.587
H -0.448 -2.526 -1.862
H 2.236 -1.582 -2.379
H 1.585 -0.476 -1.120
H -1.225 1.997 -0.071
C -1.025 0.951 0.234
H -1.491 -1.638 -0.083
N 0.017 1.119 1.289
H 0.898 1.197 0.805
H 0.351 3.143 1.928
H -0.802 0.239 -0.542
S -0.336 -2.099 0.455
H -0.048 1.770 3.175
C 0.480 -2.362 -1.337
C 1.333 -1.212 -1.866
H -1.274 2.565 2.220
C -0.213 2.253 2.206
H 1.089 -3.263 -1.138
*
```

Values from the calculation:
**E_LUMO**: 0.91 eV
**Electronic energy**: -613.06756 a.u.
**SMILES string**: CCS.CNC
**Highest occupied orbital energy**: -8.299 eV
**Relative energy (zero: lowest compared OMol25 entry of this formula, charge and spin)**: 161.35 kJ/mol